{"formula": "C27H30N4O5", "method": "the ωB97M-V functional and the def2-TZVPD basis", "lumo_energy_ev": -0.64, "homo_lumo_gap_ev": 7.25, "homo_energy_ev": -7.88, "relative_energy_ev": 25.482, "total_charge": 0, "symbols": ["C", "H", "O", "C", "C", "C", "C", "C", "C", "H", "O", "C", "H", "H", "H", "N", "N", "C", "C", "C", "C", "C", "C", "C", "C", "O", "H", "H", "H", "H", "C", "O", "N", "H", "C", "H", "H", "C", "O", "N", "H", "C", "H", "H", "C", "C", "C", "C", "C", "C", "C", "H", "H", "H", "H", "H", "H", "H", "H", "H", "H", "H", "H", "H", "H", "H"], "positions_angstrom": [[-6.581335, -4.545616, 0.263238], [-6.671660, -5.611971, -0.002177], [-5.112046, -4.260731, -0.154353], [-4.697956, -3.134079, -0.038551], [-5.428746, -2.156227, 0.254183], [-4.859445, -0.846452, 0.524550], [-3.561291, -0.758080, 0.290718], [-2.765856, -1.750100, -0.405892], [-3.455949, -2.961207, -0.441289], [-2.859328, -3.929756, -0.671148], [-1.490161, -1.408141, -0.574177], [-0.787406, -2.631953, -1.116806], [-0.646121, -3.690625, -0.361400], [0.353199, -2.278545, -1.137807], [-1.083522, -3.157301, -2.076677], [-2.902053, 0.603244, 0.302913], [-1.538327, 0.431088, 0.623512], [-0.841310, 1.580362, 0.673039], [-1.193796, 3.046812, 0.178729], [-0.577517, 4.167355, 0.416745], [-1.170482, 5.315930, -0.140570], [-2.571654, 5.474771, -0.309808], [-3.212101, 4.343873, -0.473228], [-2.706054, 3.052034, -0.000325], [-3.472404, 1.967713, -0.507427], [-4.525284, 1.801299, -0.699737], [-4.226813, 4.057146, -0.850609], [-2.853428, 6.490535, -0.768833], [-0.619119, 6.191450, 0.109570], [0.513900, 4.029191, 0.690830], [0.631335, 1.435684, 0.869792], [1.485809, 2.131707, 0.847609], [0.856367, 0.050306, 1.136559], [0.017200, -0.722699, 0.896588], [2.104026, -0.630644, 1.287778], [2.783027, 0.316995, 1.930240], [2.072437, -1.523637, 1.609890], [2.822390, -0.744468, 0.187514], [2.986899, -1.820476, -0.544351], [3.009105, 0.525170, -0.582729], [3.027186, 1.181365, -0.013924], [3.770004, 0.541779, -1.646209], [3.363160, 1.156592, -2.535225], [3.827853, -0.661870, -2.318558], [5.258094, 0.922018, -1.638413], [6.113990, -0.197878, -0.619793], [6.010599, -0.043840, 0.745972], [6.556674, -1.061478, 1.759002], [7.284445, -1.929389, 0.977083], [6.435136, -2.451109, -0.133945], [6.539377, -1.343131, -1.259020], [7.543219, -1.144468, -1.647210], [6.082831, -1.633172, -2.157687], [5.612664, -2.908585, 0.151279], [7.213614, -3.445248, -0.480765], [7.438073, -2.744420, 1.998949], [8.220577, -1.692766, 0.751555], [5.476870, -1.347158, 2.281054], [7.038046, -0.294282, 2.503612], [5.654782, 0.967477, 1.395420], [5.996267, 0.812891, -2.584143], [5.418577, 1.851776, -1.035562], [-5.302882, 0.118651, 0.727656], [-6.644343, -2.062976, 0.787061], [-7.255432, -4.056265, -0.432282], [-6.805808, -4.384008, 1.260944]], "atomic_forces_ev_per_a": [[2.3691, -1.5665, -3.6616], [0.2266, 0.3780, 0.4577], [-6.2495, -10.5214, 0.4913], [1.6044, 2.0369, -0.6796], [-8.5268, 10.3361, 5.8547], [-0.8309, -1.7066, -0.8535], [3.9207, 3.4706, -2.7501], [-3.5862, 0.2157, 3.3773], [8.6007, -0.7199, -2.2112], [-1.2671, 1.7680, 0.1109], [1.1037, -5.4722, -3.0372], [4.2937, -1.6118, 1.7566], [-1.0324, 3.5279, -1.4529], [-2.5887, -0.7157, -0.4368], [-0.2561, 1.6374, 0.8920], [2.9539, -1.1956, 0.1293], [-2.4685, 5.7246, 0.7391], [0.3830, 1.5260, -1.9916], [-7.5342, -8.8022, 2.4779], [3.7310, 2.8664, -1.5300], [-0.3180, 0.6354, 3.7790], [3.2767, 3.7536, -2.6719], [-3.8188, -6.2905, 0.8889], [4.5355, 4.5835, -3.4388], [11.0959, -2.6085, 7.1240], [-12.9317, -0.5902, -4.7285], [0.4900, 1.8371, 0.1787], [-0.1493, -1.7195, 1.1164], [0.5227, 0.9445, -0.7082], [-1.4462, 1.0448, -0.2657], [-8.5637, -11.8324, 1.0598], [8.8237, 9.2256, -0.0493], [-3.5607, -3.9413, -0.9468], [2.7559, 3.4084, 0.8817], [-0.3141, 10.4203, 5.1194], [-1.4089, -3.2196, -0.8641], [-0.8815, -6.1384, 3.9147], [3.8279, -1.6748, -14.2443], [-0.3664, 3.5372, 4.2612], [-1.8829, -10.4454, -0.1707], [0.2024, 8.0912, 6.0862], [3.4787, -2.5990, -10.0515], [0.0378, -0.5881, 1.3913], [-0.6620, 3.4438, 2.5121], [4.1057, -1.7157, 2.8991], [-4.9661, 6.5656, 2.3100], [-0.3563, 2.7505, 0.1130], [-5.2205, 7.7122, 2.5837], [-1.5874, -7.4507, 5.0664], [9.2729, -1.7667, -4.0204], [1.4355, -4.0160, 0.6558], [0.6092, -0.6006, 0.4879], [-1.5744, -0.2123, -1.0841], [-4.4877, -1.3205, 0.9274], [-2.4904, 2.4801, 0.4146], [0.2268, 0.7255, -3.3833], [3.7786, 1.4382, -1.2304], [2.9733, -0.3020, -0.9255], [-0.2023, -2.1914, -0.8668], [0.5282, -2.4175, -2.6508], [-2.6227, 0.7708, 1.6263], [-0.0465, -0.2513, -1.0874], [-0.8741, -0.6074, 0.4393], [3.7586, -1.2329, -2.1832], [0.1298, 0.5664, 0.1619], [0.0206, 0.6227, 1.8906]]}